[1]
This record from OMol25 describes the molecule C4H9NO at a distorted geometry. The level of theory is the ωB97M-V functional and the def2-TZVPD basis.

For the frontier orbital gap, the calculation gives 0.37953 Ha. Its SMILES is CCN(C)C=O. The HOMO energy comes out at -9.40 eV. The value obtained for the total energy is -287.8014 Ha. As for the multiplicity: 1.

The geometry in XYZ format:
```
15
Properties=species:S:1:pos:R:3:lowdin_charge:R:1
C -0.596 1.687 0.237 -0.086
C -0.893 0.400 -0.532 -0.203
N 0.024 -0.723 -0.193 -0.152
C 1.426 -0.747 -0.561 -0.068
C -0.293 -1.465 0.913 -0.353
O -1.211 -1.260 1.670 0.030
H -1.259 2.500 -0.087 0.076
H 0.434 2.011 0.060 0.062
H -0.741 1.527 1.310 0.076
H -0.842 0.578 -1.611 0.113
H -1.932 0.103 -0.316 0.119
H 1.918 0.216 -0.381 0.084
H 1.548 -1.058 -1.594 0.082
H 1.983 -1.470 0.064 0.087
H 0.427 -2.307 1.028 0.132
```

[2]
This record from OMol25 describes a structure of composition C28H38EuN4OP2 at a distorted geometry. The level of theory is the ωB97M-V functional and the def2-TZVPD basis.

For the frontier orbital gap (alpha / beta), the calculation gives 0.21292 / 0.21827 Ha. The HOMO energy (alpha / beta) comes out at -6.68 / -6.80 eV. The value obtained for the total energy is -2776.8062 Ha. Its expectation value of S² is 15.76. As for the multiplicity: 8.

The geometry in XYZ format:
```
74
Properties=species:S:1:pos:R:3:lowdin_spin:R:1
Eu -0.036 -3.102 -1.475 7.063
C -1.159 2.529 -0.863 0.000
C -1.614 1.739 -1.832 0.000
C -0.982 1.417 -3.161 0.000
C 0.153 0.392 -3.225 0.001
C 1.449 0.929 -2.656 0.000
C 1.698 2.092 -2.040 0.000
C 0.926 3.374 -2.098 0.000
C -0.049 3.524 -0.918 0.000
C 1.941 -2.549 -0.168 -0.031
H -1.641 2.474 0.110 0.000
H -2.477 1.085 -1.627 0.000
H -0.691 2.297 -3.742 0.000
H -1.816 0.975 -3.722 0.000
H -0.291 -0.526 -2.759 0.001
H 0.386 0.139 -4.282 0.000
H 2.276 0.216 -2.843 0.000
H 2.600 2.232 -1.427 0.000
H 0.425 3.529 -3.064 0.000
H 1.702 4.161 -2.001 0.000
H 0.530 3.447 0.020 0.000
H -0.430 4.562 -0.927 0.000
H 1.673 -2.114 0.828 -0.001
H 2.679 -1.874 -0.648 -0.002
H 2.509 -3.492 -0.017 -0.001
P 1.352 -1.226 -7.613 0.000
P -1.939 -0.789 -7.389 0.000
N 2.736 -0.134 -7.724 0.000
N 2.020 -2.467 -8.705 0.000
N -2.080 0.979 -7.472 0.000
N -3.552 -1.126 -8.082 0.000
C 0.394 -0.377 -8.959 0.000
C -1.059 -0.875 -9.025 0.000
C 3.485 0.358 -6.647 0.000
C 4.495 1.176 -7.148 0.000
C 4.370 1.190 -8.574 0.000
C 3.272 0.403 -8.898 0.000
C 2.284 -3.783 -8.299 0.000
C 2.739 -4.507 -9.398 0.000
C 2.808 -3.610 -10.506 0.000
C 2.358 -2.374 -10.057 0.000
C -1.799 1.781 -6.363 0.000
C -1.828 3.117 -6.747 0.000
C -2.180 3.149 -8.139 0.000
C -2.269 1.831 -8.564 0.000
C -4.366 -0.413 -8.973 0.000
C -5.495 -1.172 -9.273 0.000
C -5.363 -2.414 -8.573 0.000
C -4.159 -2.378 -7.879 0.000
H 0.816 -0.555 -9.958 0.000
H 0.477 0.706 -8.756 0.000
H -1.594 -0.278 -9.779 0.000
H -1.114 -1.932 -9.348 0.000
H 3.213 0.100 -5.632 0.000
H 5.230 1.713 -6.572 0.000
H 5.005 1.700 -9.280 0.000
H 2.808 0.223 -9.856 0.000
H 2.148 -4.062 -7.262 0.000
H 2.999 -5.552 -9.407 0.000
H 3.163 -3.821 -11.502 0.000
H 2.276 -1.451 -10.620 0.000
H -1.601 1.309 -5.423 0.000
H -1.599 3.959 -6.115 0.000
H -2.350 4.024 -8.741 0.000
H -2.427 1.462 -9.566 0.000
H -4.105 0.564 -9.340 0.000
H -6.305 -0.860 -9.912 0.000
H -6.077 -3.225 -8.578 0.000
H -3.665 -3.127 -7.277 0.000
C -0.664 -0.907 1.374 -0.002
O -0.565 -1.590 0.126 -0.028
H -1.517 -0.223 1.304 0.000
H 0.234 -0.301 1.662 0.000
H -0.805 -1.645 2.191 0.000
```

[3]
This record from OMol25 describes a cluster of 2 separate species, C3H6N2OS in total at a distorted geometry. The level of theory is the ωB97M-V functional and the def2-TZVPD basis.

For the frontier orbital gap, the calculation gives 0.32482 Ha. The HOMO energy comes out at -8.45 eV. The value obtained for the total energy is -700.6779 Ha. As for the multiplicity: 1.

The geometry in XYZ format:
```
13
Properties=species:S:1:pos:R:3:lowdin_charge:R:1
C 0.190 0.938 -0.630 -0.213
C -0.463 -2.442 0.175 -0.097
C 1.721 0.702 -0.640 -0.111
N 0.418 -2.347 0.895 0.057
N -0.253 0.720 0.555 -0.244
O -2.659 -0.408 0.381 -0.594
S -2.111 0.939 0.719 0.891
H -1.953 1.823 -0.387 0.001
H -1.203 -2.395 -0.647 0.082
H 1.678 -0.308 -0.181 0.053
H 2.262 1.424 -0.004 0.077
H 2.119 0.883 -1.588 0.028
H 0.254 0.473 1.353 0.069
```

[4]
This record from OMol25 describes a cluster of 3 separate species, C4H13NO2 in total at a distorted geometry. The level of theory is the ωB97M-V functional and the def2-TZVPD basis.

For the frontier orbital gap, the calculation gives 0.35095 Ha. Its SMILES is C=CCNC.O.O. The HOMO energy comes out at -8.64 eV. The value obtained for the total energy is -365.3836 Ha. As for the multiplicity: 1.

The geometry in XYZ format:
```
20
Properties=species:S:1:pos:R:3:lowdin_charge:R:1
C -1.292 0.151 1.987 -0.007
C -0.353 0.123 1.064 -0.152
C -0.312 1.239 0.034 -0.242
N 0.801 1.007 -0.875 -0.175
C 0.952 1.903 -1.986 -0.141
H -1.336 -0.560 2.808 0.051
H -2.079 0.830 2.031 0.038
H 0.377 -0.670 0.991 0.095
H -0.292 2.228 0.495 0.116
H -1.210 1.104 -0.583 0.117
H 1.599 0.519 -0.511 0.108
H 1.668 1.558 -2.728 0.078
H 1.197 2.938 -1.703 0.073
H -0.036 1.966 -2.458 0.077
O -0.513 -1.646 -2.020 -0.069
H -1.116 -1.512 -2.764 0.034
H -0.082 -0.782 -1.939 -0.005
O 0.907 -3.366 2.424 -0.059
H 1.168 -3.558 3.327 0.029
H -0.051 -3.471 2.404 0.034
```

[5]
This record from OMol25 describes the ion C3H8NO with charge -1 at a distorted geometry. The level of theory is the ωB97M-V functional and the def2-TZVPD basis.

For the frontier orbital gap, the calculation gives 0.25198 Ha. Its SMILES is NCCC[O-]. The HOMO energy comes out at -2.25 eV. The value obtained for the total energy is -249.0746 Ha. Its charge is -1. As for the multiplicity: 1.

The geometry in XYZ format:
```
13
Properties=species:S:1:pos:R:3:lowdin_charge:R:1
N 1.982 0.575 -0.572 -0.052
C 0.859 -0.350 -0.281 -0.320
C -0.295 0.250 0.548 -0.243
C -1.621 -0.492 0.234 -0.575
O -1.872 -0.598 -1.082 -0.374
H 1.688 1.160 -1.351 0.044
H 2.032 1.256 0.186 0.035
H 0.350 -0.596 -1.227 0.089
H 1.237 -1.285 0.134 0.090
H -0.050 0.195 1.622 0.082
H -0.374 1.310 0.270 0.088
H -2.417 0.066 0.783 0.066
H -1.519 -1.491 0.736 0.071
```

[6]
This record from OMol25 describes a structure of composition C36H55LaN4O8P2 at a distorted geometry. The level of theory is the ωB97M-V functional and the def2-TZVPD basis.

For the frontier orbital gap (alpha / beta), the calculation gives 0.24130 / 0.24126 Ha. The HOMO energy (alpha / beta) comes out at -11.80 / -11.79 eV. The value obtained for the total energy is -2939.7925 Ha. Its charge is +2. As for the multiplicity: 1.

The geometry in XYZ format:
```
106
Properties=species:S:1:pos:R:3:lowdin_charge:R:1
La 14.471 11.551 12.381 2.191
C 13.762 14.953 12.259 -0.023
O 14.561 13.900 11.664 -0.326
C 15.832 14.313 11.234 -0.253
C 15.940 15.386 10.362 -0.036
C 17.161 15.949 10.117 -0.063
C 18.309 15.384 10.718 -0.022
C 18.202 14.223 11.560 0.027
C 16.920 13.720 11.858 -0.215
N 16.706 12.646 12.752 -0.113
N 17.853 12.265 13.279 0.102
C 17.822 11.577 14.410 -0.150
C 16.540 11.307 15.075 -0.317
O 15.439 11.364 14.431 -0.289
C 16.546 10.932 16.456 0.008
C 17.735 10.616 17.056 0.020
C 19.011 10.751 16.421 -0.169
C 20.155 10.212 17.014 -0.029
C 21.300 10.056 16.270 -0.060
C 21.409 10.639 14.992 -0.032
C 20.304 11.283 14.453 -0.024
C 19.068 11.254 15.079 -0.105
H 14.095 15.219 13.280 0.118
H 12.707 14.608 12.284 0.095
H 13.773 15.856 11.614 0.100
H 15.016 15.768 9.893 0.127
H 17.282 16.824 9.477 0.117
H 19.258 15.720 10.461 0.085
H 19.056 13.779 12.052 0.098
H 15.588 10.886 16.937 0.116
H 17.801 10.266 18.102 0.134
H 20.058 9.859 18.063 0.133
H 22.130 9.556 16.748 0.111
H 22.357 10.650 14.489 0.108
H 20.245 11.859 13.547 0.101
C 14.488 13.605 6.174 -0.020
C 13.330 13.148 7.071 -0.403
C 12.462 14.337 7.322 -0.051
O 13.874 12.693 8.426 -0.186
P 13.642 11.167 8.844 0.534
O 14.478 10.868 10.089 -0.459
C 11.841 10.988 9.180 -0.199
P 11.175 11.287 10.821 0.510
O 12.197 11.889 11.825 -0.482
O 10.698 9.917 11.408 -0.191
C 9.258 9.914 12.004 -0.372
C 9.288 10.654 13.350 -0.026
C 8.835 8.483 12.018 -0.048
O 9.959 12.280 10.794 -0.213
C 9.031 12.832 9.733 -0.353
C 8.451 11.696 8.893 -0.030
C 8.009 13.693 10.509 -0.022
O 13.903 10.281 7.572 -0.228
C 14.866 9.151 7.197 -0.352
C 13.972 8.220 6.437 -0.040
C 15.950 9.889 6.440 -0.024
H 14.026 14.117 5.291 0.113
H 15.064 12.780 5.770 0.062
H 15.101 14.293 6.758 0.094
H 12.792 12.278 6.652 0.132
H 13.131 15.128 7.668 0.086
H 11.691 14.178 8.115 0.078
H 12.047 14.748 6.362 0.118
H 11.509 9.989 8.735 0.122
H 11.405 11.705 8.427 0.074
H 8.607 10.474 11.292 0.110
H 10.147 10.311 13.947 0.094
H 8.382 10.432 13.923 0.097
H 9.380 11.739 13.173 0.080
H 9.592 7.859 12.598 0.114
H 8.717 8.085 10.990 0.095
H 7.884 8.359 12.561 0.100
H 9.633 13.513 9.115 0.124
H 8.090 10.826 9.421 0.076
H 9.196 11.368 8.135 0.083
H 7.609 12.069 8.326 0.095
H 7.303 12.992 11.010 0.099
H 7.415 14.264 9.750 0.109
H 8.497 14.343 11.237 0.088
H 15.155 8.738 8.176 0.131
H 13.751 8.608 5.395 0.119
H 12.987 8.078 6.951 0.096
H 14.413 7.232 6.410 0.089
H 15.427 10.582 5.721 0.096
H 16.659 9.238 5.970 0.087
H 16.495 10.568 7.146 0.105
C 14.327 7.999 11.459 -0.164
C 14.599 6.472 11.665 -0.160
N 15.704 6.222 12.570 -0.162
C 15.335 6.698 13.888 -0.156
C 14.759 8.145 13.813 -0.142
N 15.021 8.807 12.509 -0.247
C 16.448 8.594 12.207 -0.165
C 16.818 7.078 12.142 -0.144
H 13.251 8.212 11.525 0.111
H 14.686 8.329 10.492 0.081
H 14.904 6.000 10.683 0.131
H 13.644 5.906 11.963 0.147
H 16.172 6.629 14.583 0.126
H 14.591 5.980 14.226 0.121
H 15.177 8.721 14.645 0.104
H 13.625 8.122 13.913 0.141
H 17.073 9.054 12.974 0.114
H 16.689 9.099 11.275 0.112
H 17.746 6.822 12.732 0.140
H 17.074 6.698 11.097 0.137
```